{"formula": "C18H43NNaO4", "method": "the ωB97M-V functional and the def2-TZVPD basis", "total_charge": 1, "homo_energy_ev": -11.3, "homo_lumo_gap_ev": 9.149, "species": ["Na", "C", "C", "C", "O", "H", "H", "H", "H", "H", "H", "H", "H", "C", "C", "C", "O", "H", "H", "H", "H", "H", "H", "H", "H", "C", "C", "C", "O", "H", "H", "H", "H", "H", "H", "H", "H", "C", "C", "C", "C", "C", "C", "N", "O", "C", "C", "C", "H", "H", "H", "H", "H", "H", "H", "H", "H", "H", "H", "H", "H", "H", "H", "H", "H", "H", "H"], "positions_angstrom": [[17.052, 15.517, -9.976], [14.355, 14.431, -8.257], [15.319, 13.248, -8.200], [14.886, 12.086, -9.075], [16.680, 13.669, -8.491], [14.876, 15.384, -8.334], [13.762, 14.432, -7.339], [13.580, 14.300, -9.015], [15.327, 12.883, -7.169], [14.754, 12.409, -10.112], [13.932, 11.687, -8.729], [15.608, 11.271, -9.083], [17.232, 13.185, -7.871], [17.107, 19.490, -7.558], [16.212, 18.412, -8.205], [15.756, 18.795, -9.587], [16.928, 17.181, -8.317], [16.566, 20.426, -7.420], [17.956, 19.809, -8.171], [17.487, 19.036, -6.640], [15.372, 18.371, -7.501], [14.972, 18.136, -9.960], [16.616, 18.964, -10.237], [15.313, 19.796, -9.540], [17.473, 17.064, -7.528], [14.270, 14.878, -12.491], [15.775, 14.585, -12.664], [16.104, 14.163, -14.075], [16.497, 15.772, -12.290], [13.968, 15.543, -13.303], [14.026, 15.287, -11.513], [13.667, 13.976, -12.630], [16.009, 13.804, -11.935], [15.721, 14.899, -14.785], [15.623, 13.204, -14.259], [17.192, 14.134, -14.163], [16.740, 16.253, -13.087], [20.043, 12.159, -12.595], [19.565, 12.053, -11.131], [20.450, 11.065, -10.388], [21.842, 11.598, -10.005], [21.758, 12.861, -9.236], [20.898, 13.959, -9.889], [19.657, 13.374, -10.431], [18.950, 14.402, -11.128], [20.526, 14.948, -8.779], [21.690, 14.726, -10.962], [18.092, 11.693, -11.167], [19.779, 11.285, -13.187], [19.626, 13.048, -13.077], [21.121, 12.316, -12.695], [19.950, 10.503, -9.596], [20.710, 10.232, -11.053], [22.308, 10.791, -9.434], [22.497, 11.684, -10.876], [22.706, 13.359, -9.016], [21.335, 12.698, -8.237], [19.730, 14.443, -8.203], [20.198, 15.918, -9.144], [21.167, 15.059, -7.897], [22.684, 14.983, -10.600], [21.206, 15.666, -11.246], [21.808, 14.231, -11.932], [17.868, 10.655, -11.436], [17.649, 11.825, -10.182], [17.570, 12.275, -11.924], [19.475, 14.523, -11.935]]}



{"formula": "C10H7N3O3PdS2", "method": "the ωB97M-V functional and the def2-TZVPD basis", "multiplicity": 5, "s2": 6.07, "total_charge": 0, "homo_energy_ev": [-8.0, -7.7], "homo_lumo_gap_ev": [7.596, 4.325], "species": ["Pd", "O", "C", "C", "C", "C", "C", "C", "C", "N", "C", "C", "N", "H", "H", "H", "H", "H", "H", "H", "S", "S", "C", "N", "O", "O"], "positions_angstrom": [[0.843, 1.443, -1.786], [-0.566, -0.056, -1.558], [-1.135, -0.888, -0.779], [-2.151, -1.740, -1.302], [-2.798, -2.654, -0.516], [-2.476, -2.776, 0.836], [-1.500, -1.971, 1.380], [-0.814, -1.025, 0.614], [0.203, -0.195, 1.209], [0.938, 0.743, 0.617], [1.761, 1.259, 1.568], [1.534, 0.634, 2.760], [0.553, -0.277, 2.522], [-2.383, -1.627, -2.350], [-3.563, -3.285, -0.941], [-2.987, -3.497, 1.455], [-1.269, -2.085, 2.429], [2.464, 2.037, 1.361], [1.974, 0.758, 3.727], [0.161, -0.900, 3.209], [1.530, 2.920, -4.153], [4.140, 4.119, 0.181], [3.064, 3.305, -0.639], [2.260, 2.696, -1.252], [-0.166, 1.105, -3.843], [0.382, 1.959, -4.750]]}



{"formula": "C7H13N", "method": "the ωB97M-V functional and the def2-TZVPD basis", "total_charge": 0, "homo_energy_ev": [-6.8, -6.5], "homo_lumo_gap_ev": [7.710, 7.435], "species": ["C", "C", "C", "C", "C", "C", "C", "N", "H", "H", "H", "H", "H", "H", "H", "H", "H", "H", "H", "H", "H"], "positions_angstrom": [[0.166, -0.405, 0.182], [0.820, 1.784, -0.070], [0.805, -1.077, -0.998], [2.111, 1.744, 0.694], [-1.066, 0.118, 0.155], [-1.667, -2.128, 0.637], [-2.163, 0.789, -0.033], [-1.997, -3.046, -0.146], [0.612, -0.579, 1.156], [-1.694, -2.903, -1.116], [-1.960, -2.217, 1.697], [0.091, 2.494, 0.308], [0.906, 1.813, -1.152], [0.285, -0.835, -1.924], [0.790, -2.159, -0.852], [1.845, -0.763, -1.091], [-2.150, 1.855, -0.221], [-3.124, 0.299, 0.067], [1.939, 1.602, 1.764], [2.767, 0.938, 0.352], [2.684, 2.677, 0.590]]}



{"formula": "C2HBrCl2O", "method": "the ωB97M-V functional and the def2-TZVPD basis", "smiles": "O=C=C(Cl)Br.Cl", "total_charge": 0, "homo_energy_ev": -9.0, "homo_lumo_gap_ev": 8.604, "species": ["C", "C", "O", "Cl", "Cl", "Br", "H"], "positions_angstrom": [[0.588, -0.379, -0.641], [0.957, 0.243, 0.455], [0.286, -0.830, -1.647], [1.664, -0.507, 1.826], [-2.380, 0.096, -0.692], [1.201, 2.098, 0.271], [-2.317, -0.722, 0.428]]}



{"formula": "C5H6O", "method": "the ωB97M-V functional and the def2-TZVPD basis", "smiles": "CC#CCC=O", "total_charge": 0, "homo_energy_ev": -9.8, "homo_lumo_gap_ev": 10.654, "species": ["C", "C", "C", "C", "C", "O", "H", "H", "H", "H", "H", "H"], "positions_angstrom": [[2.354, -0.329, 0.164], [1.024, 0.246, 0.349], [-0.097, 0.676, 0.470], [-1.544, 0.744, 0.274], [-1.879, -0.444, -0.643], [-2.979, -0.702, -1.051], [3.102, 0.199, 0.759], [2.644, -0.280, -0.891], [2.350, -1.384, 0.461], [-1.877, 1.674, -0.204], [-2.112, 0.652, 1.208], [-0.985, -1.052, -0.898]]}



{"formula": "C31H29BaN5O3PS6Sb", "method": "the ωB97M-V functional and the def2-TZVPD basis", "multiplicity": 2, "s2": 0.76, "total_charge": -1, "homo_energy_ev": [-4.2, -4.9], "homo_lumo_gap_ev": [6.322, 6.318], "species": ["Ba", "N", "C", "C", "C", "C", "C", "C", "S", "O", "O", "N", "C", "N", "C", "C", "C", "N", "H", "H", "H", "H", "H", "H", "H", "H", "H", "S", "Sb", "S", "S", "S", "C", "N", "C", "C", "S", "H", "H", "H", "H", "H", "O", "P", "C", "C", "C", "C", "C", "C", "C", "C", "C", "C", "C", "C", "C", "C", "C", "C", "C", "C", "H", "H", "H", "H", "H", "H", "H", "H", "H", "H", "H", "H", "H", "H", "H"], "positions_angstrom": [[1.102, 1.997, -0.753], [2.145, 3.296, 7.580], [1.536, 3.163, 6.327], [0.206, 3.543, 6.147], [-0.414, 3.363, 4.922], [0.295, 2.812, 3.869], [1.616, 2.425, 4.036], [2.232, 2.594, 5.260], [-0.481, 2.602, 2.298], [0.171, 3.549, 1.383], [-1.900, 2.793, 2.476], [-0.073, 1.180, 1.714], [-0.431, 0.029, 2.334], [-0.972, 0.052, 3.566], [-1.256, -1.120, 4.112], [-1.041, -2.327, 3.473], [-0.495, -2.244, 2.203], [-0.192, -1.096, 1.619], [1.768, 4.038, 8.148], [3.152, 3.329, 7.547], [-0.346, 3.966, 6.979], [-1.452, 3.628, 4.774], [2.156, 1.958, 3.223], [3.257, 2.268, 5.393], [-1.682, -1.090, 5.110], [-1.274, -3.274, 3.936], [-0.285, -3.139, 1.624], [3.586, 1.129, -5.444], [3.105, 2.717, -3.868], [3.982, 2.129, -1.739], [0.767, 3.047, -3.630], [2.961, -0.832, 3.226], [3.448, -0.992, 1.653], [2.676, -0.917, 0.557], [3.272, -1.430, -0.677], [4.766, -1.174, -0.554], [5.112, -1.333, 1.222], [1.662, -0.955, 0.698], [2.861, -0.916, -1.542], [3.061, -2.502, -0.767], [5.009, -0.168, -0.892], [5.351, -1.901, -1.113], [0.559, -0.462, -1.688], [-0.766, -0.785, -2.316], [-1.502, -2.244, -1.546], [-2.858, -2.348, -1.257], [-3.360, -3.509, -0.685], [-2.511, -4.571, -0.411], [-1.155, -4.473, -0.703], [-0.652, -3.311, -1.263], [-1.914, 0.585, -2.114], [-2.335, 1.350, -3.198], [-3.058, 2.513, -2.977], [-3.346, 2.917, -1.682], [-2.927, 2.161, -0.594], [-2.216, 0.990, -0.810], [-0.633, -1.131, -4.071], [0.391, -0.511, -4.782], [0.484, -0.697, -6.154], [-0.440, -1.501, -6.806], [-1.458, -2.128, -6.096], [-1.556, -1.944, -4.727], [-3.518, -1.515, -1.465], [-4.413, -3.583, -0.449], [-2.903, -5.476, 0.036], [-0.489, -5.298, -0.484], [0.407, -3.221, -1.476], [-2.062, 1.061, -4.204], [-3.363, 3.122, -3.818], [-3.887, 3.840, -1.514], [-3.118, 2.486, 0.420], [-1.871, 0.404, 0.035], [1.111, 0.124, -4.283], [1.283, -0.201, -6.689], [-0.366, -1.645, -7.877], [-2.171, -2.761, -6.609], [-2.345, -2.436, -4.169]]}